1.
This record from OMol25 describes a 6-piece molecular cluster, C47H54F5N7O14P overall in a non-equilibrium geometry. The level of theory is the ωB97M-V functional and the def2-TZVPD basis.

Output
- E_tot (eV) = -111560.9160
- net charge = +1

CARTESIAN COORDINATES (ANGSTROEM)
C -8.4420 -1.8457 -1.5085
C -9.4680 -1.8610 -0.2671
O -8.8707 -2.2023 1.0106
C -7.7759 -1.3304 1.3578
C -7.8770 -0.7558 2.8818
O -6.8885 0.3396 2.9318
C -5.7082 -0.2284 3.5573
C -4.3479 0.5280 3.2107
C -3.7019 1.5416 4.2217
N -2.5142 1.9079 3.4568
P -1.3257 3.0902 4.1021
C -2.3962 4.6546 4.4313
O -0.6912 2.5480 5.6024
C -2.3395 1.2782 2.1609
C -1.1051 1.4745 1.1252
C -0.6041 -0.0444 0.7744
C 0.9926 -0.1912 0.7488
C 1.6424 0.1469 -0.6972
F 0.6552 0.7318 -1.5637
F 2.6797 1.1047 -0.5008
C 2.2220 -1.1382 -1.4644
F 2.2228 -0.8109 -2.8658
F 3.5319 -1.3996 -0.9947
F 1.3700 -2.2921 -1.3675
N -3.5187 0.4250 1.9962
C -3.8852 -0.4321 0.8243
C -4.4479 0.3958 -0.4427
C -4.5333 1.9888 -0.2124
O -3.6119 0.1610 -1.6357
H -7.9370 -2.8498 -1.7149
H -9.0315 -1.4499 -2.4256
H -7.5837 -1.0779 -1.3649
H -10.2629 -2.6642 -0.5246
H -10.0100 -0.8483 -0.1298
H -7.7262 -0.3798 0.6949
H -6.7712 -1.9020 1.2396
H -8.9276 -0.3294 3.1105
H -7.6859 -1.5657 3.6661
H -5.9294 -0.2785 4.6945
H -5.5906 -1.3117 3.1538
H -4.0700 1.8630 5.2496
H -3.0742 4.4078 5.3251
H -3.1031 4.7187 3.5139
H -1.7616 5.5948 4.5721
H 0.0698 3.1541 5.7755
H -0.2498 2.0870 1.6096
H -1.4121 2.0627 0.1894
H -0.9842 -0.7307 1.6267
H -1.1349 -0.3408 -0.1921
H 1.5390 0.3682 1.5898
H 1.2229 -1.3156 0.9223
H -4.7649 -1.0910 1.1838
H -3.0535 -1.1363 0.4822
H -5.4996 0.0077 -0.7407
H -5.1269 2.5397 -1.0363
H -3.4708 2.4404 -0.2603
H -5.0403 2.2847 0.7880
H -4.1945 0.3722 -2.4130
C 5.1326 6.1241 6.5534
C 3.7763 5.9819 6.8332
C 3.0396 4.9767 6.2165
C 3.6739 4.1142 5.3220
C 5.0303 4.2567 5.0322
C 5.7579 5.2670 5.6521
N 2.9097 3.0379 4.6883
O 1.7122 2.9500 4.9496
O 3.5052 2.2822 3.9365
H 5.7058 6.9068 7.0413
H 3.2942 6.6539 7.5356
H 1.9839 4.8772 6.4438
H 5.5305 3.5937 4.3344
H 6.8146 5.3848 5.4359
C -7.9962 4.2565 -6.3874
C -6.7365 4.6867 -5.9793
C -6.0089 3.9384 -5.0604
C -6.5520 2.7557 -4.5589
C -7.8164 2.3237 -4.9581
C -8.5375 3.0803 -5.8754
N -5.7799 1.9516 -3.6110
O -4.6805 2.3692 -3.2668
O -6.2728 0.9008 -3.2150
H -8.5590 4.8408 -7.1094
H -6.3207 5.6049 -6.3809
H -5.0286 4.2846 -4.7509
H -8.2482 1.4076 -4.5694
H -9.5209 2.7519 -6.1951
C 5.8664 -2.7993 -1.1423
C 7.2505 -2.6609 -1.1974
C 8.0085 -3.5419 -1.9622
C 7.3682 -4.5564 -2.6727
C 5.9823 -4.7040 -2.6151
C 5.2335 -3.8205 -1.8451
N 8.1606 -5.4705 -3.4991
O 9.3737 -5.3218 -3.5099
O 7.5618 -6.3290 -4.1352
H 5.2801 -2.1092 -0.5502
H 7.7385 -1.8640 -0.6461
H 9.0861 -3.4235 -1.9966
H 5.4749 -5.4928 -3.1596
H 4.1542 -3.9252 -1.7953
C 4.7420 -3.2202 -5.3424
C 5.6188 -4.2373 -5.7100
C 5.8371 -4.5159 -7.0557
C 5.1741 -3.7655 -8.0258
C 4.2894 -2.7511 -7.6635
C 4.0751 -2.4813 -6.3158
N 5.4197 -4.0383 -9.4444
O 6.1878 -4.9479 -9.7251
O 4.8454 -3.3379 -10.2673
H 4.5782 -3.0014 -4.2914
H 6.1334 -4.8094 -4.9506
H 6.5229 -5.3108 -7.3289
H 3.7660 -2.1659 -8.4121
H 3.3906 -1.6916 -6.0230
C 4.3145 -1.1084 4.4685
C 5.1275 -1.8341 5.3346
C 6.3269 -2.3722 4.8782
C 6.7044 -2.1730 3.5512
C 5.8908 -1.4539 2.6773
C 4.6922 -0.9218 3.1417
N 7.9786 -2.7155 3.0719
O 8.6581 -3.3559 3.8607
O 8.2910 -2.4918 1.9101
H 3.3817 -0.6849 4.8298
H 4.8275 -1.9777 6.3675
H 6.9513 -2.9354 5.5633
H 6.1751 -1.2984 1.6421
H 4.0531 -0.3574 2.4701

2.
This record from OMol25 describes a 13-piece molecular cluster, C38H98Cl2N7O27P5 overall in a non-equilibrium geometry. The level of theory is the ωB97M-V functional and the def2-TZVPD basis.

Output
- E_tot (eV) = -178213.1700

CARTESIAN COORDINATES (ANGSTROEM)
C 16.9291 -8.7280 -20.1900
C 16.1141 -10.0218 -20.1608
O 15.0118 -10.0790 -20.6874
N 16.6867 -11.0417 -19.5040
C 16.0190 -12.3343 -19.3548
H 17.9954 -8.9115 -20.0536
H 16.5472 -8.0298 -19.4460
H 16.8208 -8.2402 -21.1578
H 17.5739 -10.9068 -19.0018
H 15.5311 -12.3321 -18.3716
H 16.7619 -13.1165 -19.4534
H 15.1517 -12.4215 -20.0039
C 16.9009 -22.2488 -18.1397
C 17.6110 -21.2034 -17.3002
O 17.3169 -20.0233 -17.3636
N 18.5599 -21.7222 -16.4886
C 19.2740 -20.9919 -15.4554
H 17.4175 -22.3569 -19.0935
H 15.8575 -22.0060 -18.3188
H 16.9269 -23.1907 -17.5911
H 18.7795 -22.6971 -16.5916
H 18.6107 -20.8952 -14.5961
H 19.5478 -20.0183 -15.8667
H 20.2174 -21.4537 -15.1747
C 17.0885 -17.0337 -19.9424
C 15.8085 -17.1415 -20.7420
O 15.2524 -16.1140 -21.1172
N 15.3166 -18.3693 -21.0502
C 15.4924 -19.4682 -20.0786
H 17.0133 -17.4777 -18.9522
H 17.2493 -15.9705 -19.7876
H 17.9251 -17.4500 -20.5048
H 14.4319 -18.2884 -21.5302
H 16.5330 -19.7662 -20.0044
H 14.8678 -20.3210 -20.3358
H 15.0952 -19.0616 -19.1473
C 22.9395 -21.4955 -21.8967
C 21.6073 -21.6243 -21.1925
O 21.1097 -22.7025 -20.9171
N 20.9404 -20.4516 -21.0661
C 19.6835 -20.3376 -20.3491
H 23.3848 -22.4887 -22.0018
H 23.7214 -21.0039 -21.3105
H 22.9308 -21.1018 -22.9124
H 21.2360 -19.6002 -21.5077
H 19.2877 -21.3270 -20.1370
H 18.9285 -19.8891 -21.0036
H 19.7579 -19.6883 -19.4773
C 23.3773 -16.6943 -21.3079
C 24.4654 -16.9310 -20.3014
O 24.6763 -18.0448 -19.8157
N 25.2578 -15.9069 -19.9325
C 26.2521 -16.0093 -18.8869
H 22.5564 -17.3135 -20.9435
H 23.6658 -16.9997 -22.3118
H 23.0378 -15.6598 -21.3439
H 25.2886 -15.0994 -20.5341
H 27.2394 -16.2285 -19.3025
H 26.0570 -16.8471 -18.2226
H 26.3408 -15.0818 -18.3268
C 22.6406 -20.5812 -17.6254
C 24.0374 -21.1746 -17.6895
O 24.2452 -22.2681 -17.1702
N 24.9621 -20.5094 -18.3933
C 26.3174 -20.9674 -18.5345
H 22.5616 -19.6207 -18.1370
H 22.2230 -20.4621 -16.6298
H 22.1171 -21.3478 -18.2007
H 24.7345 -19.5558 -18.6498
H 27.0428 -20.2021 -18.8317
H 26.4561 -21.6926 -19.3367
H 26.7291 -21.2735 -17.5721
C 23.2012 -17.9300 -12.8584
C 24.2064 -17.6616 -13.9327
O 24.4925 -16.5296 -14.3036
N 24.7933 -18.7539 -14.5035
C 25.6120 -18.6799 -15.6838
H 23.0963 -16.9927 -12.3194
H 23.4216 -18.8049 -12.2488
H 22.2848 -18.1967 -13.3951
H 24.4284 -19.6296 -14.1706
H 25.3042 -17.8474 -16.3176
H 25.5355 -19.6227 -16.2234
H 26.6697 -18.4876 -15.4854
C 21.2463 -15.1988 -14.1455
O 21.7134 -13.8327 -13.9455
P 21.5825 -13.1496 -12.5124
O 22.1006 -11.7838 -12.4474
O 20.0158 -13.3172 -12.1749
C 19.0636 -12.3461 -12.6171
O 22.3309 -14.2255 -11.5736
C 22.0928 -14.2183 -10.1725
H 20.4431 -15.0960 -14.8752
H 20.8176 -15.5814 -13.2217
H 22.1178 -15.7137 -14.5345
H 18.5006 -12.0119 -11.7488
H 18.4680 -12.7880 -13.4146
H 19.5267 -11.4578 -13.0562
H 21.4296 -13.4188 -9.8431
H 23.0377 -14.1097 -9.6378
H 21.6862 -15.1805 -9.8561
C 21.8594 -8.2917 -17.0463
O 20.9179 -9.0496 -17.7855
P 19.6708 -9.7870 -17.1052
O 18.9214 -10.7073 -17.9851
O 20.3158 -10.4074 -15.7820
C 21.2146 -11.5148 -15.9631
O 18.8328 -8.5950 -16.4917
C 17.4231 -8.7696 -16.3675
H 22.8406 -8.3528 -17.5113
H 21.8984 -8.5787 -15.9961
H 21.6449 -7.2198 -17.0199
H 20.7691 -12.3924 -15.5019
H 22.1995 -11.3303 -15.5435
H 21.2891 -11.7707 -17.0233
H 17.0840 -9.7721 -16.6162
H 16.9140 -8.0418 -17.0046
H 17.1116 -8.5338 -15.3522
C 20.4247 -13.9075 -19.3907
O 21.2934 -14.7217 -18.6193
P 20.7382 -16.1074 -18.0349
O 20.6207 -17.2193 -19.0037
O 21.6773 -16.4530 -16.7962
C 22.9715 -17.0321 -17.0064
O 19.3755 -15.6891 -17.3147
C 18.5991 -16.7022 -16.6877
H 20.5797 -14.0272 -20.4675
H 20.4906 -12.8564 -19.1223
H 19.3732 -14.1917 -19.2826
H 23.1521 -17.2801 -18.0523
H 22.9060 -17.9957 -16.4931
H 23.7262 -16.4346 -16.4988
H 18.9138 -17.7226 -16.9279
H 17.5718 -16.7041 -17.0474
H 18.6199 -16.6085 -15.6021
C 23.4232 -11.5920 -19.1111
O 23.8766 -11.9570 -17.7963
P 25.4546 -11.8179 -17.5422
O 26.3318 -12.3850 -18.5703
O 25.6277 -10.2614 -17.2506
C 26.8455 -9.6030 -17.5821
O 25.6104 -12.5082 -16.1021
C 25.1379 -13.8483 -15.9341
H 23.5781 -10.5171 -19.2412
H 22.4286 -11.9723 -19.3001
H 24.1254 -11.9568 -19.8699
H 27.2614 -9.8819 -18.5467
H 27.5577 -9.7796 -16.7702
H 26.6773 -8.5275 -17.5214
H 24.6013 -14.0310 -15.0059
H 26.0516 -14.4449 -15.9094
H 24.5109 -14.2727 -16.7214
C 13.8980 -13.1278 -13.0459
O 14.6768 -11.9603 -13.2450
P 15.7282 -11.7652 -14.4150
O 16.7463 -10.7346 -14.2030
O 16.3897 -13.2144 -14.6329
C 17.2330 -13.4691 -15.7402
O 14.8167 -11.5584 -15.6970
C 14.0640 -10.3732 -15.9427
H 13.0177 -13.0566 -13.6886
H 13.5573 -13.1431 -12.0110
H 14.3593 -14.1015 -13.2124
H 16.7061 -14.1590 -16.4022
H 18.1672 -13.9426 -15.4217
H 17.5725 -12.5721 -16.2668
H 14.4393 -9.5378 -15.3477
H 13.0154 -10.5127 -15.6777
H 14.1574 -10.1646 -17.0065
Cl 14.7225 -16.7310 -17.4590
C 13.3032 -16.0213 -18.2936
C 12.2026 -15.6880 -17.3088
Cl 12.5589 -14.4386 -16.1356
H 13.0305 -16.6157 -19.1613
H 13.6680 -15.0880 -18.7266
H 11.8820 -16.5891 -16.7864
H 11.3268 -15.3654 -17.8745

3.
This record from OMol25 describes C3H5N3O as an isolated structure in a non-equilibrium geometry. The level of theory is the ωB97M-V functional and the def2-TZVPD basis.

Output
- E_tot (eV) = -9705.8588
- relative energy (zero: lowest compared OMol25 entry of this formula, charge and spin) (kcal per mole) = 108.96

CARTESIAN COORDINATES (ANGSTROEM)
C 0.1589 2.0028 0.0823
C -0.9944 1.2386 0.1994
C 1.0231 -0.0016 0.0526
N 1.2607 1.2106 0.0229
N -0.8377 -0.0351 0.3805
N 1.5965 -1.1726 0.2932
O -1.8432 -0.9714 0.1029
H 0.2875 3.0678 -0.1254
H -1.9781 1.7374 0.2830
H 1.8406 -1.3730 1.1874
H 1.0047 -1.9238 -0.0730
H -2.2141 -0.5240 -0.6799

4.
This record from OMol25 describes a 19-piece molecular cluster, C25H15BCl72F3NO4PS overall in a non-equilibrium geometry. The level of theory is the ωB97M-V functional and the def2-TZVPD basis.

Output
- E_tot (eV) = -966413.3668
- net charge = -1

CARTESIAN COORDINATES (ANGSTROEM)
C 2.5164 1.5454 7.8318
P 2.8535 2.8549 6.5847
O 1.7757 2.5896 5.3577
C 2.3884 4.3777 7.5544
O 3.4854 4.3776 8.5134
O 1.2508 4.3757 8.2044
B 0.4010 5.5685 7.8666
C -1.0937 5.0405 7.4870
C -1.0022 4.3870 6.1199
C -2.1619 3.5940 5.7083
F -2.5860 2.7715 6.6131
F -3.1627 4.2713 5.2455
F -1.7846 2.7998 4.6699
O 1.1186 6.0906 6.6720
C 2.4322 5.7955 6.8060
S 3.1189 7.1907 7.8184
C 3.1231 5.7958 5.4554
N 2.1975 5.3818 4.4263
H 3.3252 0.8536 7.7961
H 2.4642 2.0203 8.7841
H 1.5747 1.0706 7.6343
H 1.6912 1.6466 5.1823
H 4.2603 4.0617 8.0280
H 0.3422 6.4522 8.7209
H -1.3123 4.2646 8.1906
H -1.8310 5.8158 7.5322
H -0.1912 3.6954 6.1566
H -0.7462 5.0959 5.3617
H 2.9919 6.7610 9.0640
H 3.9966 5.1776 5.4787
H 3.4496 6.8055 5.2962
H 1.9869 6.1346 3.8043
H 2.5406 4.5900 3.9116
C 0.0176 0.5814 1.6224
Cl 0.7007 1.8666 0.6175
Cl -0.9598 1.2724 2.9022
Cl -0.9737 -0.4714 0.5904
Cl 1.3238 -0.3739 2.3454
C 4.2628 -3.0228 2.1393
Cl 4.9107 -1.6846 1.1943
Cl 3.2854 -2.3840 3.4574
Cl 3.2464 -4.0247 1.1037
Cl 5.5871 -3.9984 2.7977
C -3.2807 8.3695 5.3011
Cl -3.9908 8.8330 6.8533
Cl -3.0987 9.8143 4.2880
Cl -1.7218 7.6231 5.5782
Cl -4.3400 7.2159 4.4919
C 1.5146 6.0525 -0.4881
Cl 2.1519 7.3550 -1.4975
Cl 0.4355 6.7282 0.7247
Cl 0.6074 4.9191 -1.4912
Cl 2.8473 5.2060 0.2970
C -7.7459 7.2746 6.6504
Cl -9.1267 6.6128 7.5378
Cl -8.2342 7.6312 4.9905
Cl -7.2042 8.7587 7.4336
Cl -6.4332 6.1049 6.6377
C -0.4732 9.0261 -4.2452
Cl -0.6111 8.4560 -5.9142
Cl -1.7079 10.2485 -3.9386
Cl -0.6843 7.6754 -3.1334
Cl 1.1268 9.7359 -4.0041
C 0.4817 -4.8221 -1.9246
Cl 1.0345 -4.6544 -3.5961
Cl 1.6984 -5.6924 -0.9901
Cl 0.2301 -3.2268 -1.2234
Cl -1.0296 -5.7349 -1.8875
C -0.7374 -9.5083 -4.3104
Cl -1.5104 -9.4148 -5.8985
Cl -1.9279 -10.0182 -3.1102
Cl 0.5837 -10.6769 -4.3660
Cl -0.0973 -7.9231 -3.8563
C 1.4126 -7.8556 -8.5056
Cl 0.3856 -9.1200 -9.1946
Cl 0.8669 -7.4867 -6.8732
Cl 3.0802 -8.4254 -8.4547
Cl 1.3138 -6.4060 -9.5076
C 0.6692 -8.5391 2.1040
Cl 1.9284 -7.3135 2.2673
Cl 1.3697 -10.1405 2.3568
Cl -0.5888 -8.2510 3.3055
Cl -0.0305 -8.4523 0.4870
C -5.3499 -11.3122 -6.6120
Cl -5.3492 -13.0578 -6.3560
Cl -5.1135 -10.4903 -5.0713
Cl -4.0378 -10.8840 -7.7121
Cl -6.8907 -10.8185 -7.3153
C 9.1007 -0.8236 2.1821
Cl 10.6447 -0.8636 3.0404
Cl 8.3082 0.7243 2.4666
Cl 9.3858 -1.0304 0.4509
Cl 8.0625 -2.1253 2.7613
C 4.8166 -10.8518 -11.5289
Cl 4.6200 -12.0554 -12.8045
Cl 3.6939 -9.5203 -11.7953
Cl 4.4864 -11.5977 -9.9623
Cl 6.4710 -10.2395 -11.5476
C -0.0201 -2.5205 -11.1573
Cl -0.1960 -3.7307 -12.4314
Cl -1.1472 -1.1946 -11.4444
Cl -0.3661 -3.2629 -9.5963
Cl 1.6317 -1.9014 -11.1601
C -4.6510 6.8977 -6.1582
Cl -3.1996 7.0266 -5.1694
Cl -5.5843 8.3919 -6.0307
Cl -4.1885 6.6336 -7.8462
Cl -5.6354 5.5398 -5.6052
C 0.3546 -14.0564 -7.1919
Cl -0.1990 -15.2578 -8.3609
Cl 1.7225 -13.1658 -7.8661
Cl -0.9506 -12.9302 -6.8377
Cl 0.8529 -14.8670 -5.7053
C -4.2710 1.8303 9.6201
Cl -4.3499 0.7267 8.2477
Cl -5.2957 3.2278 9.2915
Cl -4.8577 1.0073 11.0768
Cl -2.6117 2.3486 9.8695
C -4.0537 4.6596 -11.3578
Cl -3.8544 3.3561 -10.1886
Cl -5.7647 4.8555 -11.7379
Cl -3.4317 6.1613 -10.6690
Cl -3.1614 4.2754 -12.8311

M (g mol⁻¹)
1066.95 1311.00 99.09 3076.86
HOMO level (eV)
-10.920 -8.798 -7.820 -4.861